[1]
This record from the OMol25 dataset describes C8H16Cl8NO7S2 as an isolated structure in a non-equilibrium geometry. The level of theory is the ωB97M-V functional and the def2-TZVPD basis.

**Charge**: -1
**Frontier orbital gap**: 9.0 eV
**Maximum force**: 2.4 eV Å⁻¹
**HOMO energy**: -6.72 eV

```
42
Properties=species:S:1:pos:R:3:forces:R:3
C -6.4976 1.2297 -0.7314 0.10 -0.01 -0.08
O 0.6702 0.5691 -1.4587 0.12 -0.11 0.18
H 0.0726 1.6740 -4.9823 0.05 0.00 0.00
C 3.2146 1.6429 -0.0049 0.04 0.06 -0.26
O 4.6613 0.3845 -1.3034 0.07 0.51 -0.11
C -1.2180 0.3641 0.3444 -0.58 0.41 -0.29
Cl -5.6123 -0.2520 -0.3461 -0.02 0.00 0.00
O 4.2079 0.6398 0.0301 0.06 -0.18 -0.14
S 2.0540 1.2626 1.3018 0.27 0.30 0.53
C 2.8754 -2.3504 0.8362 -0.01 -0.15 0.09
H -2.8744 3.3341 0.6693 -1.51 0.72 -1.26
Cl -0.4251 2.8909 -3.0520 0.00 0.24 -0.36
H -0.9705 3.0824 -5.3237 0.01 0.02 -0.01
C -1.9373 1.3284 -0.5824 -0.62 0.28 -1.24
H -2.7352 1.8243 1.1138 0.45 0.53 0.25
C -2.9025 2.3750 0.1540 1.72 -1.11 1.28
Cl 2.9742 -3.8387 1.8174 0.09 -0.13 0.05
H -0.9979 0.9139 1.2575 0.01 -0.22 0.12
O 1.1480 2.3876 1.3498 -0.12 -0.21 -0.14
H 3.8742 0.0189 -1.7394 -0.01 -0.24 0.20
H 1.9492 -6.1584 4.9436 -0.01 -0.02 0.01
H 3.3657 -1.5477 1.3736 0.05 -0.11 0.01
H 2.6801 1.6167 -0.9539 -0.16 0.07 0.07
C 1.1361 -6.0960 4.2314 0.06 0.03 0.00
Cl 0.9970 -7.6603 3.4142 0.01 -0.01 0.00
H -1.8615 -0.5024 0.4905 0.19 -0.07 0.32
O 2.8567 1.0122 2.4750 -0.14 -0.07 -0.15
C -0.1135 2.7201 -4.7686 0.00 -0.08 -0.02
H 1.3284 -5.3344 3.4864 -0.05 0.02 -0.04
Cl 1.3068 3.6415 -5.3226 -0.01 0.01 0.01
O -1.4967 2.5917 -0.5691 0.08 -0.67 1.32
H -2.3419 0.9012 -1.5009 0.18 0.22 -0.09
O 0.1513 -1.6551 -0.5415 0.00 0.16 0.06
H 3.6026 2.6482 0.1792 0.10 -0.06 0.08
Cl -6.5352 2.3647 0.6186 -0.06 0.02 0.09
N 1.3851 -0.1192 0.8900 -0.41 0.63 -0.07
H -7.5161 0.9592 -0.9808 -0.01 0.00 0.02
Cl -0.3384 -5.6700 5.1108 -0.01 0.00 0.01
H -6.0012 1.7150 -1.5631 0.06 -0.01 0.03
H 1.8332 -2.1127 0.6613 0.36 -0.51 0.07
Cl 3.6745 -2.5532 -0.7265 0.01 -0.19 -0.07
S 0.3561 -0.2422 -0.2976 -0.34 -0.09 -0.48
```
Positions in Å, forces in eV/Å.


[2]
This record from the OMol25 dataset describes an isolated ion of composition C4H12N3 and charge +2 in a non-equilibrium geometry. The level of theory is the ωB97M-V functional and the def2-TZVPD basis.

**Relative energy (zero: lowest compared OMol25 entry of this formula, charge and spin)**: 54.92 kcal/mol
**Charge**: +2
**Frontier orbital gap (spin up / spin down)**: 11.7 / 6.6 eV
**Maximum force**: 2.5 eV Å⁻¹
**HOMO energy (spin up / spin down)**: -20.58 / -20.57 eV
**Multiplicity**: 2

```
19
Properties=species:S:1:pos:R:3:forces:R:3
H 3.3236 -0.6231 1.1431 -0.15 0.09 0.40
H 2.8165 1.6386 -0.0814 -0.11 -0.37 0.48
H -2.4308 0.8024 -1.2072 0.13 0.28 -0.50
C -1.7018 0.6109 -0.4344 -0.89 -0.28 1.35
H -1.2744 1.5166 0.0042 -0.08 0.06 -0.30
H 1.3779 1.5383 -0.9707 0.15 -0.09 -0.25
H 0.0215 0.4963 -1.8439 -0.16 0.66 0.52
N 2.3090 -0.7310 1.1580 1.51 0.29 -1.07
N 0.4398 -0.6628 -0.1939 0.78 0.13 -0.74
H 1.9231 -0.8752 2.0853 -0.43 -0.47 -0.17
H -3.2922 0.0134 0.9382 -0.06 0.20 -0.22
H 0.4578 -1.6693 -0.0204 -0.38 -0.03 0.39
H -0.7705 -0.9585 -1.7998 -0.90 -0.48 0.61
C -2.2950 -0.2996 0.6264 0.51 -0.35 0.25
C -0.4823 -0.1601 -1.1176 1.53 -0.36 -1.46
H -1.6558 -0.3448 1.5198 -0.11 0.06 -0.15
H -2.3950 -1.3317 0.2683 -0.21 0.09 -0.02
N 1.9604 1.1087 -0.2608 0.33 0.42 -1.15
C 1.6681 -0.0691 0.1868 -1.48 0.14 2.04
```
Positions in Å, forces in eV/Å.


[3]
This record from the OMol25 dataset describes one molecule with the formula C3H4BrNS in a non-equilibrium geometry. The level of theory is the ωB97M-V functional and the def2-TZVPD basis.

**Relative energy (zero: lowest compared OMol25 entry of this formula, charge and spin)**: 18.17 kcal/mol
**Frontier orbital gap (spin up / spin down)**: 7.9 / 7.5 eV
**Maximum force**: 5.4 eV Å⁻¹
**HOMO energy (spin up / spin down)**: -7.07 / -10.09 eV
**Multiplicity**: 3

```
10
Properties=species:S:1:pos:R:3:forces:R:3
H 1.3676 1.5901 0.3711 -0.01 1.25 0.36
S 2.9084 0.0441 -0.4724 4.06 -1.28 -1.65
H 0.8235 -1.3104 -0.3313 -0.60 0.23 1.20
H -1.5877 1.0731 -0.8932 0.66 1.33 -1.02
Br -3.5886 -0.3068 -0.4922 0.38 0.06 0.08
C 0.4954 -0.5069 0.3965 1.29 -0.87 -0.55
C -1.7013 0.1671 -0.3891 -0.94 -0.87 1.05
H 0.6608 -0.8313 1.4241 0.35 -0.28 -0.08
N -0.9432 -0.5175 0.2977 0.09 0.06 -0.63
C 1.5651 0.5986 0.0890 -5.28 0.36 1.25
```
Positions in Å, forces in eV/Å.


[4]
This record from the OMol25 dataset describes a 11-piece molecular cluster, C33H70N11O20 overall in a non-equilibrium geometry. The level of theory is the ωB97M-V functional and the def2-TZVPD basis.

**Charge**: -1
**Frontier orbital gap**: 2.4 eV
**Maximum force**: 2.1 eV Å⁻¹
**HOMO energy**: -1.26 eV

```
134
Properties=species:S:1:pos:R:3:forces:R:3
H -3.8148 -5.1336 5.9892 0.04 -0.02 -0.06
O 7.8811 2.4910 -4.9894 0.08 0.04 0.02
C 0.5643 1.0545 -5.7797 -0.78 -0.41 0.80
O -2.2732 -5.7456 4.2561 0.09 -0.04 0.03
H -1.1131 -4.3057 -3.4985 -0.02 0.03 0.00
H -4.5379 -1.2776 -1.1799 -0.01 0.03 -0.09
O -3.6605 0.8836 -2.2854 -0.08 0.17 0.21
H 2.7842 2.3037 0.2411 -0.11 0.14 0.05
C -1.0730 -1.6935 -3.4769 -1.10 -0.56 0.38
O 2.0750 -5.9748 4.8642 0.04 -0.14 0.04
H 2.1674 0.2918 -2.6059 -0.05 -0.02 -0.02
H -0.5020 -0.9048 -2.9967 0.18 0.06 -0.30
H -2.8964 -0.4042 2.1762 0.03 0.06 -0.08
O 3.8116 -2.1124 2.6732 -0.05 0.05 -0.03
H -2.5524 0.0713 -6.0959 0.06 -0.08 -0.08
O -11.5105 -1.1614 3.1419 0.00 -0.02 0.03
N -0.4046 3.0966 4.2632 0.11 0.05 0.00
H -3.5720 -4.2052 -0.9788 -0.04 -0.06 -0.05
H 7.5552 7.9583 1.5801 -0.14 -0.06 -0.05
H 0.3887 1.0713 -6.8805 0.25 0.10 -0.04
H -2.6548 -2.0287 -4.8611 -0.15 0.03 0.18
C 3.4838 3.7664 -3.5595 0.49 0.44 -1.38
H -8.8870 0.0684 4.4631 0.00 -0.08 -0.02
O -1.3268 2.9799 3.4821 -0.14 0.35 0.17
N 1.7153 -6.7468 3.9968 -0.09 0.01 0.05
H -1.1260 -0.9024 -6.3039 0.27 -0.04 0.17
O -3.6526 1.4139 -0.1907 -0.01 0.03 -0.04
H -0.7048 -4.5042 -0.9662 -0.03 -0.19 0.17
C 2.0064 -3.0558 3.7715 -0.13 -0.01 -0.01
C -2.1602 -1.1550 -4.4086 0.37 -0.14 -0.62
N 6.8360 5.2810 -0.7816 0.06 0.03 -0.11
H -3.1509 -3.4720 6.0085 0.09 0.02 0.05
H 0.9800 4.0532 3.0260 -0.09 0.04 -0.04
C 2.9128 0.3895 -5.1297 -0.35 0.24 0.35
N 7.8275 2.1632 -3.8221 -0.11 -0.08 0.13
H -3.2642 -4.9312 1.5443 0.31 -0.14 0.19
H 0.3666 -7.5774 5.3751 0.05 0.06 -0.01
H 6.7566 5.6055 -2.8591 -0.03 -0.08 0.08
C 7.2414 6.0420 -1.9923 -0.01 0.10 -0.28
C 0.6523 -7.7287 4.3407 -0.13 -0.03 0.12
C -4.6404 2.2017 4.0754 0.21 0.03 0.06
O 8.7945 1.9241 -3.1217 0.04 0.06 -0.07
C -1.8800 -0.7388 1.9464 0.79 -0.49 0.06
H -9.2087 -0.0518 2.7116 -0.07 0.04 -0.03
C 1.4596 -0.0927 -5.3189 0.64 0.18 -0.57
H -2.1091 -2.5399 3.0735 0.21 -0.15 -0.01
C 2.0495 2.0202 -0.5156 0.04 0.14 -0.45
H 7.8161 9.7159 1.8199 -0.01 0.03 -0.08
H 1.3127 4.1896 4.7794 -0.04 -0.07 0.02
O 1.8376 -1.8049 1.8475 0.21 0.11 -0.21
O 7.3049 5.6507 0.2823 -0.02 -0.02 -0.01
H -10.2268 1.0049 3.7370 -0.04 -0.03 -0.12
O 6.0756 4.3523 -0.9257 0.01 0.02 0.17
H 1.0657 -8.7216 4.1894 -0.01 0.02 -0.10
H -0.7291 0.9176 -4.0410 0.19 0.08 0.00
H -1.5366 -4.6825 1.2192 0.01 -0.20 -0.13
C -2.9249 -4.5288 6.1186 -0.21 -0.04 0.00
C -1.6550 -0.2902 -5.5751 -0.48 0.44 0.43
O 2.1473 -6.7794 2.8662 0.03 0.03 0.01
H 6.5906 1.7592 -2.1719 0.08 0.03 -0.02
O 6.2697 8.3746 -0.6084 -0.23 0.49 0.14
C -2.5441 -4.4340 0.8853 -1.15 0.29 0.01
H 6.1596 9.0399 1.8803 -0.02 -0.11 -0.04
N -4.0214 0.7458 -1.1387 0.01 -0.04 0.02
N -5.5844 1.0729 4.3000 0.13 0.07 0.04
N 1.5340 -1.1337 -6.4015 0.19 0.11 0.62
H -5.8877 -0.1342 -1.4650 0.06 -0.04 -0.09
H 6.0008 3.0248 -3.2835 -0.11 -0.06 -0.10
N 6.9936 9.1589 -0.0289 0.04 0.01 0.18
H -5.2159 3.1218 4.1184 -0.05 -0.04 -0.13
H 1.1103 2.5623 -0.3764 0.04 -0.02 0.31
N 2.6071 -2.2565 2.6700 -0.28 -0.09 0.14
H -2.4506 -4.7286 7.0749 0.06 0.10 -0.02
H 3.8118 2.8611 -5.5189 0.05 0.25 0.01
H 6.9254 7.0773 -1.8387 0.24 -0.46 -0.17
H 8.3227 5.9666 -2.0733 0.00 0.04 0.07
N -1.9497 -4.8890 5.0537 -0.08 0.02 -0.02
H -2.9204 -0.6218 -3.8246 0.22 0.00 -0.16
H 2.2557 -2.5627 4.7068 0.11 -0.06 0.00
H -2.8373 -4.3168 -3.0896 0.10 -0.03 -0.24
H 3.5102 -0.4356 -4.7210 -0.02 -0.10 -0.24
O -6.5013 0.9536 3.5101 -0.04 -0.02 0.02
C -1.5806 -4.9311 -1.4608 -0.61 0.72 -0.91
H -4.1939 2.0648 3.0938 -0.06 0.04 -0.04
N -10.5922 -1.0428 3.9269 0.05 0.05 0.02
C 3.4685 2.7500 -4.4987 0.00 0.19 0.08
H 3.3873 0.6964 -6.0879 0.09 0.06 0.07
H -3.2941 -5.8882 -0.5653 -0.06 0.04 0.11
C -9.6491 0.0862 3.6939 0.15 0.04 0.16
C -1.7669 -2.5549 -2.3842 0.01 -0.11 -0.77
H -1.6405 -0.4687 0.9139 -0.31 0.12 -0.02
C 6.4755 2.0534 -3.2084 0.08 -0.19 0.20
H 5.9170 1.3058 -3.7653 -0.06 0.14 -0.12
H -0.4187 -2.3358 -4.0664 0.39 0.27 0.13
H -2.6071 -2.4162 0.0957 -0.08 -0.10 0.00
H 1.2458 -2.0290 -6.0308 -0.26 -0.01 -0.35
H -0.0169 5.1368 4.0453 -0.04 -0.03 -0.11
H -1.2563 0.9108 3.1656 0.23 -0.28 0.03
H -3.8831 2.1789 4.8501 -0.01 -0.09 -0.01
H 0.9669 -0.8772 -7.2037 -0.08 -0.21 -0.01
C 2.9893 1.5211 -4.1221 0.04 -1.47 -1.57
C -1.8199 -2.2680 2.0485 -0.71 0.52 0.15
C -5.0010 -0.3431 -0.8735 -0.07 -0.07 0.19
H 2.4321 -4.0517 3.7300 0.14 0.06 0.06
C 2.5541 2.2988 -1.9155 -0.41 -1.20 0.68
O -0.8921 -4.2968 5.0575 0.04 -0.06 -0.01
H -1.4561 1.8340 -5.3497 0.20 0.05 0.00
C 3.0188 3.5246 -2.3056 0.01 1.53 1.37
C -1.8396 -4.0637 -2.7194 0.35 -0.03 0.62
C 0.5489 4.2106 4.0109 0.21 0.00 0.04
H -1.3327 -5.9403 -1.7969 -0.05 -0.09 0.31
H 3.0130 4.3393 -1.5823 0.07 -0.06 0.00
C -2.8392 -4.8946 -0.5530 0.89 -0.33 0.22
H -0.7929 -2.5999 1.8796 -0.02 -0.05 -0.04
H -1.2791 -2.3998 -1.4201 0.04 -0.09 -0.02
C 2.5354 1.2813 -2.8456 0.05 0.04 0.41
C -2.7764 -2.9172 1.0526 0.73 -0.19 -0.13
H 0.0917 0.1414 2.3477 0.04 -0.25 0.02
H -2.8027 -2.1996 -2.3205 0.10 0.17 0.39
H 0.9381 2.0438 -5.4867 0.21 -0.08 -0.14
H -3.8188 -2.7211 1.3238 0.02 0.01 0.05
H 3.8766 4.7342 -3.8579 -0.12 0.12 0.22
O 7.5962 10.0746 -0.5461 -0.03 -0.07 -0.06
C -0.8375 0.9486 -5.1254 -0.32 -0.10 -0.58
H 1.8563 0.9531 -0.4139 -0.08 0.02 0.10
O -0.2015 2.3800 5.2203 -0.10 0.02 0.01
C 7.1466 8.9553 1.4355 0.16 0.07 0.17
O -5.3844 0.3461 5.2494 -0.09 -0.04 -0.03
O -10.3843 -1.7656 4.8790 -0.06 -0.01 -0.03
H -0.6670 -0.6389 3.7657 0.07 -0.01 -0.05
H -0.1857 -7.5465 3.6736 0.05 -0.02 -0.05
C -0.8504 -0.0564 2.8583 -0.63 0.45 0.09
H -5.2302 -0.3508 0.1865 0.06 0.04 0.00
H 0.9329 -3.0883 3.6235 0.02 0.04 -0.03
```
Positions in Å, forces in eV/Å.


[5]
This record from the OMol25 dataset describes a 7-piece molecular cluster, C14H34N6O13S overall in a non-equilibrium geometry. The level of theory is the ωB97M-V functional and the def2-TZVPD basis.

**Relative energy (zero: lowest compared OMol25 entry of this formula, charge and spin)**: 0.00 kcal/mol
**Frontier orbital gap**: 8.2 eV
**Maximum force**: 2.1 eV Å⁻¹
**HOMO energy**: -8.83 eV

```
68
Properties=species:S:1:pos:R:3:forces:R:3
O -1.7469 -1.2128 -0.3871 -0.64 0.45 0.41
C 2.9112 -4.1365 0.7763 0.27 1.04 -0.45
C -4.3920 -3.4506 0.7596 0.79 0.52 -0.17
H 1.0657 -0.9534 -1.4951 -0.07 0.03 0.00
H -0.8899 1.5855 -2.8088 -0.93 -0.07 0.87
C 5.1506 -4.3912 -0.1936 1.38 -0.90 -0.78
O -5.4672 -1.9282 -0.5952 0.32 0.40 -0.33
H -6.1817 1.0178 1.2775 0.03 -0.01 0.07
H 5.6715 -4.4815 -1.1497 -0.30 0.51 -0.15
O 3.8502 -4.2540 -2.6823 -0.54 -0.25 -0.15
H -0.3264 3.3673 3.5471 -0.24 0.09 -0.49
H 4.6684 1.4417 -1.7156 -0.20 0.19 0.07
O -5.3244 -1.4615 1.4949 0.41 0.51 0.39
C -5.7031 1.9328 0.9204 -0.48 -0.10 0.23
O -0.5030 0.5488 -0.1208 -0.11 -0.14 0.01
O 4.1965 -0.8981 1.6889 -0.63 -0.34 -0.08
H 3.2814 0.4198 -2.2847 -0.25 0.59 0.17
C -1.0098 2.6657 -2.8786 1.69 0.81 -0.86
O 1.0289 0.8041 4.5332 -0.07 -0.38 -0.25
C -0.3575 2.2976 3.3917 -0.01 -0.53 -0.13
H 3.1595 -3.1644 1.2161 -0.03 -0.28 0.53
H 3.0931 -4.9416 1.4862 -0.19 -0.04 -0.04
C -3.3281 1.8645 1.3825 0.26 0.59 -0.96
H -1.3181 2.8881 -3.8985 -0.34 0.09 0.08
N -4.3408 1.6532 0.5187 -0.31 -0.09 0.41
C 2.9018 1.3594 0.3711 0.99 0.45 0.68
H -6.3313 2.3028 0.1088 0.36 0.08 -0.25
C 4.2499 -0.7444 0.4854 0.97 0.94 0.70
N 3.7443 -4.2483 -0.4087 -0.55 -0.37 -0.02
N -0.6900 -0.6226 -0.3692 0.33 -1.03 -0.93
C 0.4016 3.2649 -2.6618 0.85 0.18 0.03
H 5.6409 -3.6063 0.3811 -0.40 0.19 0.14
N 0.9801 1.8159 3.8672 -0.62 0.09 1.07
H -0.4590 1.9451 2.3667 0.18 0.59 -0.21
H -3.1118 0.8507 -1.0105 0.00 -0.15 0.35
H 0.1877 -2.4659 -1.0459 -0.37 0.10 -0.05
H 0.6541 4.0876 -3.3359 -0.45 0.26 0.20
H 2.0992 -4.3012 -1.5793 -0.10 -0.08 -0.41
H -4.8354 0.3771 -1.0523 0.05 -0.02 -0.16
H 1.9251 1.4422 -0.0987 -0.15 -0.16 0.17
H -4.8512 -3.9162 1.6225 -0.02 0.00 0.00
C 0.4811 -1.4722 -0.7395 0.85 0.58 0.71
H 5.4266 -5.3608 0.2423 -0.47 0.14 0.52
O -1.5158 4.3841 0.2537 0.96 0.27 -0.87
H 1.2976 2.6434 -2.6765 -0.53 -0.68 -0.28
N 3.7084 0.2926 -0.2018 -0.21 0.11 -0.83
H -4.4619 -4.0211 -0.1574 -0.20 -0.07 0.05
H -1.1832 1.8264 3.9158 0.32 -0.01 0.41
H -4.2811 2.0400 -1.4910 -0.23 -0.25 -0.28
H 1.8695 -4.0454 0.4659 -0.06 -0.45 0.14
H 4.7481 -0.3065 -1.9077 0.22 0.12 0.26
C 4.1101 0.5185 -1.5759 0.13 -1.28 -0.45
O -1.8182 3.3505 -1.9270 -0.20 0.36 0.00
N -5.0632 -2.1332 0.5308 -1.24 -1.28 -0.15
O -3.3933 2.4695 2.4363 -0.03 -0.45 0.33
H -2.3893 1.5100 0.9256 0.13 -0.01 0.35
H 1.0632 -1.5085 0.1838 0.19 -0.10 -0.15
H 2.8849 1.3045 1.4588 -0.49 -0.59 -0.03
H 3.4319 2.3097 0.2450 -0.06 0.02 -0.45
H -5.7252 2.6707 1.7181 0.19 -0.02 0.04
C -4.1334 1.1781 -0.8323 -0.04 0.59 -0.07
O 0.3772 3.6855 -1.2973 0.11 0.93 1.03
H -3.3449 -3.2136 0.9450 -0.04 -0.10 0.20
O -0.8608 5.7566 -1.7440 -0.44 -1.18 0.50
S -0.9810 4.4947 -1.0656 -0.70 -1.03 -0.64
C 3.1985 -4.2951 -1.6600 0.99 0.54 0.79
H 4.9305 -1.3664 -0.1215 -0.38 -0.09 -0.30
O 1.9297 2.5340 3.6527 0.34 0.18 -0.51
```
Positions in Å, forces in eV/Å.


[6]
This record from the OMol25 dataset describes an isolated ion of composition C3H5N2O and charge -1 in a non-equilibrium geometry. The level of theory is the ωB97M-V functional and the def2-TZVPD basis.

**Relative energy (zero: lowest compared OMol25 entry of this formula, charge and spin)**: 70.74 kcal/mol
**Charge**: -1
**Frontier orbital gap**: 6.6 eV
**Maximum force**: 4.9 eV Å⁻¹
**HOMO energy**: -2.00 eV

```
11
Properties=species:S:1:pos:R:3:forces:R:3
H 0.0560 -1.6859 0.4791 -1.61 0.01 0.21
O 0.2474 1.2576 1.5564 1.33 2.71 2.09
H -1.8841 -0.1179 -0.3772 -0.16 -0.16 -0.13
N -0.3645 0.4409 0.8625 -3.15 -0.59 -0.40
H -1.9861 1.6300 0.4341 0.41 -1.13 -0.09
N 1.3395 -0.2423 -1.8995 -1.81 0.40 -1.73
C 0.3233 -0.6401 0.4524 3.44 -2.98 -1.95
H 2.2436 -0.2009 -1.5358 1.80 -0.19 1.53
C -1.5233 0.6220 0.2977 -1.31 2.04 0.76
C 0.2702 -0.3527 -1.2514 0.73 -0.92 -0.01
H 1.2778 -0.7107 0.9817 0.34 0.80 -0.27
```
Positions in Å, forces in eV/Å.


Which of these has the highest maximum force?
C3H4BrNS


The highest maximum force belongs to which entry?
C3H4BrNS